A 25-piece molecular cluster, C21H78ClN2O25PS overall, computed with ωB97M-V/def2-TZVPD.

```
129
Properties=species:S:1:pos:R:3:forces:R:3:lowdin_charge:R:1
C 7.672854 -4.125292 0.811605 -0.02 0.02 0.44 -0.117
C 8.244828 -2.742353 0.457531 0.35 -0.42 -0.67 -0.225
C 7.590302 -2.103277 -0.787082 -0.41 0.12 0.53 -0.220
C 6.785233 -0.822893 -0.494834 -0.16 -0.63 -0.35 -0.205
C 5.368519 -1.173233 -0.005681 0.41 0.04 0.42 -0.194
C 4.743764 -0.118074 0.917386 -0.22 -0.03 -0.23 -0.191
C 3.931123 0.991611 0.228072 0.24 -0.19 -0.15 -0.200
C 2.984410 0.487650 -0.877464 -0.24 -0.07 0.63 -0.187
C 1.573629 1.099030 -0.776647 0.67 -0.19 -0.63 -0.213
C 0.681663 0.285133 0.141310 0.06 0.35 0.45 -0.184
C -0.743946 0.839670 0.337679 0.16 -0.14 -0.13 -0.136
C -1.741216 0.340497 -0.673782 0.21 0.27 -0.01 -0.134
C -1.659969 0.750130 -1.980141 -0.30 -0.12 0.00 0.001
C -2.593336 0.314300 -2.942580 0.31 -0.02 0.39 -0.061
C -3.598610 -0.543175 -2.585558 -0.42 0.38 -0.93 -0.349
P -4.783572 -1.114305 -3.828602 -0.20 -1.73 0.67 0.442
S -4.666986 -3.041812 -4.215849 0.07 0.14 -0.36 0.124
C -3.734753 -0.988055 -1.253195 0.09 -0.08 -0.30 -0.223
N -4.765047 -1.837250 -0.938048 0.67 0.59 0.50 0.146
C -4.804198 -2.160946 0.321384 -0.60 -0.38 -0.10 -0.064
C -3.880277 -1.713052 1.295945 0.43 0.12 0.16 -0.268
C -4.062101 -2.169059 2.722143 -0.99 -0.45 -0.29 -0.110
C -3.911435 -3.681107 2.775157 0.50 0.48 -0.05 -0.777
O -2.976608 -4.264288 2.369161 0.20 -0.44 -0.04 0.105
Cl -5.292318 -4.570098 3.496083 -0.10 0.04 0.11 0.674
N -2.884274 -0.931670 1.006235 -0.22 -0.02 -0.26 0.212
C -2.795927 -0.540104 -0.300927 0.16 -0.03 0.33 -0.125
H 7.035613 -4.512482 0.021316 -0.03 0.05 -0.12 0.049
H 8.472770 -4.850864 0.968925 0.01 -0.05 0.07 0.063
H 7.066510 -4.093064 1.714067 0.04 -0.01 0.00 0.037
H 9.300264 -2.892561 0.223016 0.10 0.15 0.10 0.093
H 8.220149 -2.071676 1.314903 -0.15 0.06 0.05 0.101
H 8.317874 -1.933104 -1.580751 0.15 0.04 0.06 0.104
H 6.875389 -2.835083 -1.162206 0.02 -0.02 -0.29 0.076
H 7.278496 -0.239031 0.281318 0.21 0.17 -0.13 0.092
H 6.753784 -0.256868 -1.428075 -0.09 0.40 0.17 0.090
H 5.475610 -2.097406 0.566566 -0.08 -0.03 0.13 0.090
H 4.746219 -1.423633 -0.863033 0.01 0.12 0.18 0.073
H 5.552424 0.331529 1.499663 -0.03 0.11 0.10 0.098
H 4.095106 -0.611006 1.648055 -0.07 -0.15 -0.07 0.097
H 4.628265 1.714884 -0.191095 -0.17 0.01 0.04 0.078
H 3.358135 1.527787 0.985621 -0.02 -0.01 0.02 0.080
H 3.412573 0.672898 -1.860077 0.05 -0.04 -0.08 0.109
H 2.881058 -0.595198 -0.776026 -0.02 -0.06 -0.21 0.099
H 1.181751 1.152189 -1.793582 -0.29 0.03 0.03 0.095
H 1.692098 2.115645 -0.401237 -0.31 0.12 0.02 0.093
H 1.159025 0.304473 1.125481 0.05 -0.12 0.05 0.114
H 0.670717 -0.759538 -0.171745 -0.14 -0.06 -0.08 0.121
H -0.692280 1.926215 0.256726 -0.02 0.09 0.06 0.122
H -1.075838 0.598290 1.341603 -0.16 -0.01 0.01 0.095
H -0.886325 1.441570 -2.277059 0.04 0.05 -0.03 0.110
H -2.491502 0.679302 -3.953047 -0.11 -0.05 -0.11 0.097
H -4.655087 -0.358055 -4.988438 0.07 0.41 0.21 -0.035
H -6.036715 -0.853475 -3.252545 0.07 0.53 -0.17 -0.015
H -5.612515 -2.814341 0.640215 -0.05 -0.05 -0.06 0.130
H -3.341095 -1.700474 3.383136 0.12 0.01 0.03 0.134
H -5.085894 -1.944348 3.020310 0.09 0.26 0.26 0.103
O 5.144347 -1.917913 -2.920917 -0.25 0.00 -0.25 -0.054
H 6.091861 -1.750898 -2.932291 0.04 -0.03 -0.07 0.007
H 5.033536 -2.581837 -3.608714 0.04 0.04 -0.07 0.035
O 5.150506 -3.424572 2.740813 -0.15 -0.03 0.20 -0.049
H 4.418172 -4.005235 2.509232 0.01 0.02 -0.07 0.049
H 4.927062 -3.095246 3.617137 0.02 0.04 -0.02 0.043
O -4.429813 1.915181 -4.993606 0.04 0.57 -0.02 -0.069
H -5.159521 2.236268 -4.449060 0.00 -0.06 0.01 0.070
H -4.433297 2.494025 -5.766377 -0.13 -0.18 -0.12 0.067
O 2.461902 3.739987 1.452536 -0.11 -0.19 -0.02 -0.068
H 2.490486 4.341905 0.698158 0.07 0.12 0.16 0.024
H 2.136029 4.293949 2.168688 0.05 0.07 -0.02 0.020
O -5.511013 -2.677539 6.408474 0.08 0.07 0.01 -0.057
H -4.694981 -2.726641 6.916541 -0.04 0.00 0.05 0.054
H -5.317047 -3.135952 5.582416 -0.11 -0.09 0.01 -0.033
O 6.666672 2.351715 -0.309498 0.36 0.32 -0.09 -0.052
H 7.445743 2.252215 0.246078 -0.01 0.01 0.01 0.047
H 6.952305 2.026851 -1.171687 -0.02 -0.12 -0.05 0.014
O 3.681832 4.342312 4.018604 -0.05 -0.09 0.22 -0.054
H 3.337527 3.625032 4.560749 0.07 -0.05 -0.02 0.053
H 4.074426 3.897282 3.256084 -0.13 0.16 -0.17 0.047
O 2.520498 6.530089 0.755638 -0.04 0.04 -0.16 -0.051
H 2.548903 7.123861 -0.007835 -0.02 0.05 0.07 0.011
H 2.195709 7.082752 1.472201 0.05 -0.02 0.04 0.044
O 2.425555 6.396899 5.812554 -0.06 0.07 -0.04 -0.055
H 2.058797 5.713023 6.379661 -0.05 0.06 0.03 0.038
H 2.828045 5.915046 5.077369 0.13 0.00 -0.03 -0.002
O -8.375453 -2.793031 7.406982 0.09 0.02 0.20 -0.060
H -7.428008 -2.634447 7.295177 0.05 -0.01 -0.21 -0.001
H -8.548536 -3.566180 6.862411 -0.02 -0.02 0.03 0.036
O 0.294746 8.803112 6.566742 0.11 0.05 0.00 -0.068
H 0.544253 9.220593 7.396093 -0.03 0.01 0.00 0.029
H 1.123874 8.457737 6.213006 -0.04 -0.20 -0.02 0.007
O -6.775859 0.681988 -0.835041 -0.11 -0.04 -0.27 -0.065
H -7.560709 0.675386 -0.276252 -0.07 0.10 0.03 0.001
H -6.099870 0.230295 -0.321832 0.00 0.11 0.12 -0.008
O -9.744838 1.243566 0.596808 0.39 -0.09 -0.06 -0.056
H -10.283837 0.878157 -0.113087 -0.04 0.06 -0.03 0.036
H -10.160429 2.090382 0.785256 -0.04 -0.01 0.02 0.048
O -5.450531 -1.365850 -7.423291 0.02 -0.02 0.05 -0.089
H -5.427097 -1.910375 -6.626020 0.02 -0.19 0.06 -0.050
H -4.661442 -1.626518 -7.912189 0.05 0.16 -0.04 0.003
O 2.063875 8.943163 -0.840099 -0.08 0.08 0.01 -0.045
H 1.307591 9.307792 -0.369157 -0.01 -0.02 0.00 0.051
H 2.182815 9.524549 -1.597196 0.07 -0.06 -0.03 0.050
O 7.362203 1.947135 -3.637255 -0.06 0.13 0.08 -0.053
H 7.058760 1.574119 -4.470913 0.00 -0.11 0.05 0.040
H 6.854299 2.760432 -3.544822 0.02 0.02 0.00 0.040
O -3.373096 -6.589033 -3.864260 -0.11 -0.01 0.01 -0.076
H -3.873034 -6.958336 -4.597848 0.02 -0.01 -0.01 0.029
H -3.833507 -5.767624 -3.655519 0.09 0.08 0.01 -0.026
O 8.000912 -5.535786 -2.067849 0.13 -0.05 -0.25 -0.046
H 7.981772 -6.160751 -1.336570 -0.08 0.08 0.07 0.046
H 8.824355 -5.725500 -2.529085 0.00 -0.02 0.02 0.051
O -2.096340 3.797378 -4.445438 -0.05 0.03 0.00 -0.062
H -2.871104 3.231127 -4.558328 0.05 -0.14 0.13 -0.018
H -2.235695 4.233783 -3.599677 0.03 0.00 0.00 0.036
O -5.729653 1.440741 1.863810 0.03 -0.18 0.13 -0.050
H -6.644691 1.690553 2.031734 0.00 0.03 -0.09 0.040
H -5.387244 1.182450 2.725788 0.03 0.07 0.00 0.036
O -12.373983 0.486239 0.796843 -0.16 -0.08 0.10 -0.064
H -13.166109 0.466483 1.342546 -0.05 -0.02 -0.09 0.043
H -11.703037 0.034506 1.320324 0.03 0.08 0.04 0.033
O -3.829747 -2.036686 -9.939143 -0.10 -0.15 -0.01 -0.053
H -4.562716 -2.661942 -9.922104 -0.03 0.03 0.01 0.042
H -3.549214 -2.026751 -10.858784 0.08 0.07 0.02 0.040
O -8.260061 -2.505273 10.757861 0.09 -0.07 -0.02 -0.065
H -9.040120 -3.049317 10.897935 -0.02 0.02 0.01 0.031
H -8.038227 -2.653462 9.830818 -0.14 0.04 -0.09 0.002
O 7.185339 -3.404340 -4.114215 0.05 -0.12 0.06 -0.057
H 7.150080 -3.974610 -3.331693 0.08 -0.02 -0.02 0.013
H 7.952523 -3.709588 -4.606432 -0.03 0.02 -0.03 0.044
```
Forces are in eV/Å.

Summary:
Frontier orbital gap = 7.6 eV
Electronic energy = -4037.20079 hartree
Highest occupied orbital energy = -0.30100 Eh